44
Properties=species:S:1:pos:R:3 method="wB97M-V/def2-TZVPD" e_homo_ev=-3.9 e_tot_ev=-42189.91104 molar_mass_g_mol=301.36 relative_energy_kj_mol=0.00 total_charge=-1
O 2.183 -0.647 -0.168
C 1.902 0.291 -1.201
C 1.023 -0.315 -2.308
C 0.134 -1.478 -1.866
P -1.124 -1.058 -0.522
S -2.680 -0.474 1.247
O -2.030 -2.491 -0.798
C -3.278 -2.329 -1.381
C -3.390 -0.865 -1.931
C -4.596 0.037 -1.516
C -5.755 -0.521 -0.679
O -5.845 0.135 0.581
O -2.178 -0.242 -1.634
H 1.935 -0.262 0.682
H 2.862 0.614 -1.623
H 1.415 1.175 -0.784
H 1.670 -0.625 -3.137
H 0.374 0.475 -2.701
H 0.746 -2.312 -1.517
H -0.430 -1.826 -2.735
H -0.423 -1.737 0.506
H -0.538 0.205 -0.236
H -1.897 -1.016 2.192
H -3.370 -3.033 -2.218
H -4.071 -2.568 -0.666
H -3.453 -0.944 -3.026
H -4.188 0.883 -0.962
H -5.008 0.441 -2.447
H -6.713 -0.366 -1.184
H -5.638 -1.596 -0.541
H -5.545 -0.467 1.269
C 4.908 2.677 2.073
C 5.290 1.566 3.051
C 3.937 0.911 3.311
O 3.188 1.069 2.111
C 3.838 1.987 1.235
H 5.743 3.035 1.472
H 4.482 3.526 2.612
H 5.967 0.858 2.569
H 5.763 1.927 3.964
H 3.410 1.404 4.136
H 4.011 -0.153 3.538
H 4.279 1.432 0.400
H 3.091 2.673 0.834